# 1
C6H13N3 as an isolated structure at a distorted geometry. Source: the Open Molecules 2025 dataset; level of theory: ωB97M-V with the def2-TZVPD basis set.

Structure (XYZ):
```
22
Properties=species:S:1:pos:R:3:lowdin_charge:R:1
C -1.74 0.58 1.17 -0.035
C 0.54 -1.19 -1.40 -0.057
C 0.74 -1.31 1.11 -0.052
C 1.03 0.93 -0.07 -0.412
C -0.96 0.63 -0.13 -0.529
C 0.44 -0.42 -0.08 -0.374
N 2.31 1.30 0.22 0.163
N -1.78 0.52 -1.28 0.087
N 0.00 1.71 -0.23 0.147
H 3.05 0.65 0.01 0.100
H 2.52 2.28 0.15 0.100
H -1.84 1.36 -1.83 0.084
H -2.65 0.03 -1.13 0.080
H -2.24 -0.38 1.28 0.078
H -1.08 0.74 2.02 0.073
H -2.49 1.37 1.16 0.079
H -0.18 -2.01 -1.41 0.082
H 1.54 -1.61 -1.52 0.076
H 0.31 -0.54 -2.24 0.074
H 1.72 -1.80 0.99 0.078
H 0.00 -2.10 1.19 0.082
H 0.77 -0.75 2.03 0.076
```

Calculated values
Net charge = 0
Frontier orbital gap = 9.141 eV
DFT total energy = -10902.6782 eV

=====

# 2
C28H21CeN2O4S6 as an isolated structure at a distorted geometry. Source: the Open Molecules 2025 dataset; level of theory: ωB97M-V with the def2-TZVPD basis set.

Structure (XYZ):
```
62
Properties=species:S:1:pos:R:3:lowdin_charge:R:1
Ce -0.17 0.57 -0.38 0.720
S -2.36 0.63 1.80 0.537
C -2.47 2.24 2.45 -0.699
C -2.56 2.45 3.84 -0.138
C -2.70 3.71 4.38 -0.125
C -2.78 4.83 3.55 -0.131
C -2.70 4.65 2.18 -0.132
C -2.53 3.39 1.63 -0.552
S -2.39 3.20 -0.13 0.937
C -0.85 4.10 -0.42 -0.395
C -0.37 3.79 -1.81 -0.405
C 0.08 4.80 -2.63 -0.086
C 0.67 4.42 -3.86 -0.123
C 0.73 3.11 -4.20 -0.068
C 0.17 2.08 -3.35 -0.381
C 0.14 0.77 -3.72 -0.038
S 0.72 -2.26 -2.02 1.005
C -0.40 -3.52 -1.48 -0.529
C -0.03 -4.85 -1.37 -0.113
C -0.93 -5.80 -0.93 -0.124
C -2.23 -5.41 -0.63 -0.127
C -2.61 -4.09 -0.77 -0.139
C -1.72 -3.10 -1.20 -0.722
S -2.22 -1.44 -1.35 0.541
N -0.36 2.49 -2.13 -0.039
H -2.49 1.59 4.48 0.085
H -2.76 3.82 5.46 0.086
H -2.90 5.83 3.96 0.081
H -2.77 5.50 1.51 0.095
H -0.10 3.76 0.30 0.086
H -0.96 5.18 -0.30 0.076
H 0.03 5.83 -2.30 0.080
H 1.08 5.17 -4.52 0.086
H 1.19 2.81 -5.14 0.091
H 0.59 0.43 -4.64 0.034
H -0.41 0.00 -3.18 -0.035
H 0.99 -5.13 -1.60 0.101
H -0.62 -6.83 -0.82 0.082
H -2.96 -6.13 -0.28 0.085
H -3.62 -3.79 -0.52 0.090
S 4.19 -3.40 0.23 1.047
C 4.45 -3.48 -1.45 -0.422
C 3.32 -3.16 -2.14 -0.197
C 2.23 -2.82 -1.29 -0.540
C 2.56 -2.88 0.04 -0.458
C 1.75 -2.57 1.22 -0.284
C 2.32 -2.44 2.49 -0.034
C 1.48 -2.16 3.56 -0.061
C 0.12 -2.03 3.36 -0.049
C -0.34 -2.15 2.05 -0.145
N 0.44 -2.40 1.02 0.125
H 5.41 -3.76 -1.86 0.053
H 3.25 -3.14 -3.22 0.101
H 3.39 -2.51 2.64 0.086
H 1.91 -2.03 4.55 0.101
H -0.57 -1.77 4.15 0.102
H -1.39 -2.01 1.80 0.078
O 1.12 0.92 1.54 -0.480
S 2.31 1.23 0.63 0.307
O 3.58 1.16 1.30 -0.306
O 2.12 0.13 -0.43 -0.477
O 1.93 2.47 -0.06 -0.340
```

Calculated values
Net charge = -2
Frontier orbital gap (spin up / spin down) = 4.982 / 4.983 eV
DFT total energy = -118493.3843 eV
2S+1 = 2

=====

# 3
C16H11CdNO4S as an isolated structure at a distorted geometry. Source: the Open Molecules 2025 dataset; level of theory: ωB97M-V with the def2-TZVPD basis set.

Structure (XYZ):
```
34
Properties=species:S:1:pos:R:3:lowdin_charge:R:1
Cd 1.66 -1.99 -2.00 1.117
O 3.35 -3.28 1.52 0.088
C 3.15 -3.11 0.42 -0.031
C -0.24 -2.99 -2.53 -0.021
O -1.33 -3.32 -2.69 0.175
C 2.97 -0.59 -3.09 0.002
O 3.56 0.19 -3.70 0.188
C 2.91 -3.91 -2.83 -0.034
O 3.42 -4.81 -3.32 0.162
N 0.84 -1.06 -0.16 -0.479
S -0.72 -0.80 0.18 1.034
C -0.64 -0.18 1.87 -0.401
C 0.35 -0.70 2.71 -0.086
C 0.55 -0.13 3.98 -0.040
C -0.28 0.91 4.39 -0.038
C -1.33 1.38 3.58 -0.028
C -1.51 0.81 2.31 -0.073
C -1.16 0.68 -0.77 -0.422
C -0.45 1.85 -0.57 -0.094
C -0.70 2.95 -1.39 -0.036
C -1.68 2.85 -2.40 -0.034
C -2.38 1.65 -2.60 -0.049
C -2.11 0.56 -1.79 -0.093
H 1.37 -0.33 0.30 0.001
H 0.96 -1.53 2.37 0.090
H 1.35 -0.50 4.62 0.126
H -0.12 1.37 5.37 0.122
H -1.99 2.18 3.92 0.127
H -2.32 1.15 1.67 0.124
H 0.29 1.92 0.23 0.120
H -0.14 3.88 -1.25 0.125
H -1.87 3.70 -3.04 0.121
H -3.13 1.57 -3.39 0.127
H -2.63 -0.40 -1.91 0.108
```

Calculated values
Net charge = +2
Frontier orbital gap = 6.985 eV
DFT total energy = -41831.4793 eV

=====

# 4
C44H63N6O4STi as an isolated structure. Source: the Open Molecules 2025 dataset; level of theory: ωB97M-V with the def2-TZVPD basis set.

Structure (XYZ):
```
119
Properties=species:S:1:pos:R:3:lowdin_charge:R:1
Ti 1.08 0.55 -1.57 1.180
C 3.88 0.44 -3.10 -0.068
N 2.81 -0.52 -2.73 -0.302
C 2.37 -1.18 -3.97 -0.065
C 3.36 -1.55 -1.80 -0.146
C 3.28 -1.04 -0.38 -0.133
N 1.87 -0.71 -0.01 -0.195
C 1.06 -1.97 0.16 -0.059
C -0.37 -2.03 -0.33 -0.123
C -1.29 -2.68 0.48 0.035
C -2.57 -2.97 0.03 -0.146
C -2.88 -2.62 -1.29 0.031
C -2.00 -1.95 -2.13 -0.080
C -0.75 -1.61 -1.60 -0.232
O 0.15 -0.85 -2.30 -0.200
C -2.40 -1.61 -3.58 -0.517
C -3.77 -2.20 -3.94 -0.059
C -1.38 -2.19 -4.56 -0.028
C -2.50 -0.08 -3.76 -0.030
C -3.62 -3.66 0.90 -0.552
C -4.06 -4.97 0.23 -0.039
C -4.83 -2.73 1.05 -0.040
C -3.09 -3.98 2.29 -0.062
C 1.89 0.03 1.28 -0.102
C 0.55 0.45 1.81 -0.118
C 0.33 0.39 3.18 0.028
C -0.84 0.89 3.74 -0.144
C -1.78 1.44 2.87 0.051
C -1.62 1.50 1.49 -0.062
C -0.43 0.98 0.98 -0.185
O -0.18 0.93 -0.37 -0.153
C -2.71 2.07 0.59 -0.515
C -3.84 2.72 1.41 -0.058
C -2.15 3.16 -0.34 -0.027
C -3.33 0.92 -0.22 -0.017
C -1.05 0.82 5.25 -0.555
C -2.41 1.38 5.67 -0.061
C 0.05 1.65 5.94 -0.040
C -0.96 -0.64 5.71 -0.042
H 4.65 -0.07 -3.69 0.106
H 4.33 0.86 -2.22 0.042
H 3.45 1.24 -3.69 0.095
H 3.22 -1.65 -4.47 0.106
H 1.61 -1.93 -3.75 0.075
H 1.94 -0.44 -4.65 0.102
H 2.78 -2.46 -1.94 0.122
H 4.40 -1.78 -2.05 0.143
H 3.70 -1.75 0.34 0.149
H 3.85 -0.12 -0.29 0.100
H 1.62 -2.78 -0.33 0.132
H 1.06 -2.20 1.23 0.136
H -0.99 -2.97 1.48 0.113
H -3.86 -2.88 -1.66 0.099
H -3.77 -3.29 -3.85 0.095
H -4.57 -1.79 -3.31 0.088
H -4.00 -1.95 -4.97 0.092
H -1.27 -3.26 -4.41 0.099
H -1.72 -2.02 -5.59 0.091
H -0.41 -1.71 -4.46 0.052
H -3.34 0.32 -3.19 0.084
H -1.59 0.42 -3.43 0.049
H -2.67 0.15 -4.82 0.095
H -4.49 -4.80 -0.75 0.079
H -3.21 -5.65 0.11 0.093
H -4.81 -5.47 0.85 0.089
H -5.28 -2.49 0.08 0.083
H -5.60 -3.21 1.66 0.090
H -4.55 -1.80 1.53 0.078
H -2.24 -4.67 2.25 0.089
H -2.78 -3.08 2.83 0.081
H -3.87 -4.46 2.88 0.090
H 2.37 -0.62 2.03 0.142
H 2.52 0.91 1.15 0.077
H 1.10 -0.03 3.82 0.121
H -2.69 1.84 3.29 0.088
H -3.46 3.53 2.03 0.097
H -4.58 3.13 0.73 0.090
H -4.35 1.99 2.05 0.087
H -1.66 3.94 0.23 0.102
H -1.44 2.75 -1.06 0.054
H -2.97 3.61 -0.91 0.091
H -3.77 0.18 0.45 0.082
H -4.11 1.30 -0.88 0.095
H -2.57 0.42 -0.82 0.062
H -2.51 2.43 5.42 0.090
H -3.23 0.82 5.22 0.090
H -2.51 1.29 6.76 0.089
H 0.00 2.69 5.62 0.094
H -0.08 1.61 7.02 0.089
H 1.04 1.27 5.71 0.078
H -1.72 -1.25 5.22 0.085
H 0.02 -1.07 5.50 0.076
H -1.12 -0.70 6.79 0.089
N 8.09 -0.09 1.09 0.120
C 6.99 0.68 0.81 -0.309
C 5.99 0.88 1.78 -0.014
C 4.86 1.61 1.49 -0.077
C 4.69 2.16 0.22 -0.327
C 5.71 2.03 -0.73 -0.085
C 6.83 1.28 -0.45 -0.013
S 3.31 3.19 -0.13 0.644
O 3.81 4.34 -0.80 -0.266
O 2.55 3.29 1.09 -0.280
N 2.41 2.31 -1.24 -0.124
C 1.54 3.02 -2.00 -0.483
N 0.91 2.21 -2.90 0.020
C -0.01 2.75 -3.72 -0.091
C -0.29 4.09 -3.67 -0.025
C 0.35 4.82 -2.66 -0.070
N 1.22 4.30 -1.81 0.169
H 8.31 -0.27 2.05 0.101
H 8.90 0.02 0.49 0.101
H 6.12 0.46 2.77 0.118
H 4.12 1.80 2.25 0.118
H 5.61 2.54 -1.68 0.124
H 7.62 1.19 -1.19 0.119
H -0.51 2.07 -4.40 0.117
H -1.00 4.55 -4.34 0.113
H 0.10 5.87 -2.51 0.128
```

Calculated values
Net charge = +1
Frontier orbital gap = 7.439 eV
DFT total energy = -97731.8498 eV

=====

# 5
C7H15O3STcTe4 as an isolated structure. Source: the Open Molecules 2025 dataset; level of theory: ωB97M-V with the def2-TZVPD basis set.

Structure (XYZ):
```
31
Properties=species:S:1:pos:R:3:lowdin_charge:R:1
Tc -0.62 0.02 -0.51 0.741
Te -0.12 -0.15 2.02 0.312
Te -2.07 -1.82 2.80 0.173
Te -1.95 -3.68 0.92 0.192
Te -0.37 -2.65 -0.94 0.228
C 5.06 -1.17 1.05 -0.101
C 3.95 -1.90 0.32 -0.292
C 3.46 -1.17 -0.92 -0.339
S 2.65 0.37 -0.47 0.968
O 1.27 0.34 -1.19 -0.755
C 3.57 1.64 -1.35 -0.326
C 3.18 1.87 -2.80 -0.271
C 3.55 0.75 -3.77 -0.094
H 5.39 -1.72 1.93 0.082
H 4.75 -0.18 1.41 0.068
H 5.93 -1.03 0.41 0.084
H 3.10 -2.08 0.99 0.099
H 4.30 -2.88 0.00 0.121
H 2.68 -1.71 -1.45 0.061
H 4.27 -0.95 -1.62 0.093
H 4.61 1.32 -1.22 0.104
H 3.42 2.54 -0.75 0.098
H 3.68 2.80 -3.09 0.121
H 2.11 2.07 -2.86 0.105
H 4.60 0.45 -3.67 0.082
H 3.41 1.07 -4.80 0.083
H 2.93 -0.13 -3.62 0.069
O -2.68 0.19 -0.23 -0.248
C -2.61 1.46 -0.31 -0.454
O -1.46 1.98 -0.46 -0.156
H -3.51 2.07 -0.26 0.152
```

Calculated values
Net charge = +1
Frontier orbital gap (spin up / spin down) = 6.311 / 5.425 eV
DFT total energy = -55845.6226 eV
2S+1 = 4

=====

# 6
C15H30FKO15 as an isolated structure at a distorted geometry. Source: the Open Molecules 2025 dataset; level of theory: ωB97M-V with the def2-TZVPD basis set.

Structure (XYZ):
```
62
Properties=species:S:1:pos:R:3:lowdin_charge:R:1
K 0.96 0.46 0.65 0.773
F 1.39 1.35 2.99 -0.753
C -2.97 4.02 0.58 -0.028
O -2.00 4.56 -0.24 0.038
C -0.85 3.99 -0.43 -0.350
O -0.63 2.62 -0.09 -0.116
O 0.14 4.83 -0.88 0.013
C 1.40 4.19 -1.21 -0.022
H -2.50 3.79 1.49 0.084
H -3.59 3.20 0.21 0.101
H -3.68 4.81 0.69 0.098
H 1.66 3.30 -0.66 0.074
H 2.16 4.94 -0.98 0.097
H 1.56 4.01 -2.29 0.092
C 3.68 2.24 -3.69 0.019
O 2.37 1.75 -4.00 0.061
C 1.55 1.36 -3.17 -0.499
O 1.86 1.30 -1.80 -0.144
O 0.33 1.10 -3.62 0.039
C -0.71 0.87 -2.67 -0.030
H 3.64 3.27 -3.65 0.062
H 4.36 1.87 -4.45 0.107
H 3.97 1.91 -2.67 0.113
H -1.16 1.80 -2.37 0.079
H -0.31 0.35 -1.72 0.077
H -1.47 0.20 -3.06 0.077
C -4.06 -0.52 -0.91 -0.029
O -3.77 0.45 0.07 0.051
C -2.80 0.29 0.86 -0.482
O -1.65 -0.56 0.64 -0.127
O -2.89 1.06 1.88 0.028
C -1.95 1.16 2.92 -0.006
H -3.71 -1.50 -0.54 0.094
H -3.57 -0.43 -1.87 0.077
H -5.16 -0.62 -1.16 0.119
H -2.29 1.34 3.91 0.096
H -1.23 1.94 2.64 0.091
H -1.34 0.27 2.84 0.075
C 4.09 -3.75 2.30 -0.053
O 3.38 -3.25 3.41 -0.025
C 2.34 -2.36 3.30 -0.359
O 1.85 -1.81 2.16 -0.056
O 1.92 -2.06 4.58 -0.004
C 0.66 -1.38 4.72 -0.039
H 4.98 -4.41 2.69 0.135
H 4.49 -2.93 1.69 0.106
H 3.54 -4.43 1.78 0.039
H 0.49 -0.48 4.16 0.050
H 0.36 -1.31 5.73 0.077
H -0.08 -2.07 4.26 0.099
C 1.05 -4.28 -0.05 -0.002
O -0.14 -3.79 -0.77 -0.055
C -0.13 -2.53 -1.30 -0.332
O 0.94 -1.64 -1.05 -0.121
O -1.18 -2.14 -2.10 -0.050
C -2.17 -3.15 -2.38 -0.041
H 1.16 -3.79 0.92 0.072
H 1.77 -3.87 -0.77 0.092
H 1.14 -5.42 -0.02 0.119
H -2.79 -2.58 -3.04 0.079
H -2.64 -3.63 -1.46 0.127
H -1.75 -3.93 -3.01 0.091
```

Calculated values
Net charge = 0
Frontier orbital gap = 7.680 eV
DFT total energy = -65789.9380 eV

=====

# 7
A single C23H25N3O5S molecule at a distorted geometry. Source: the Open Molecules 2025 dataset; level of theory: ωB97M-V with the def2-TZVPD basis set.

Structure (XYZ):
```
57
Properties=species:S:1:pos:R:3:lowdin_charge:R:1
C 0.07 -3.36 -1.03 -0.003
N -1.06 -2.67 -0.46 -0.043
C -0.86 -1.51 0.19 -0.483
O 0.25 -1.04 0.36 0.039
C -2.07 -0.77 0.67 -0.083
S -2.32 0.65 -0.50 0.714
O -2.68 0.10 -1.78 -0.304
O -3.26 1.53 0.13 -0.306
C -0.76 1.44 -0.61 -0.233
C -0.32 2.43 0.22 -0.028
N 0.97 2.75 -0.08 -0.028
C 1.77 3.75 0.56 -0.023
C 3.07 3.16 1.14 -0.438
O 4.14 3.45 0.65 0.052
N 2.96 2.31 2.19 -0.040
C 1.77 1.94 2.92 -0.104
C 1.61 0.41 2.90 -0.175
O 2.77 -0.22 3.41 -0.125
C 3.90 0.13 2.64 -0.178
C 4.14 1.64 2.68 -0.100
C 1.38 1.95 -1.13 -0.147
C 2.60 1.90 -1.79 0.006
C 2.72 0.98 -2.81 -0.078
C 1.66 0.14 -3.18 -0.080
C 0.45 0.20 -2.53 -0.021
C 0.30 1.11 -1.49 -0.154
C -2.32 -3.34 -0.58 -0.245
C -3.27 -2.90 -1.49 -0.011
C -4.47 -3.59 -1.61 -0.062
C -4.70 -4.72 -0.85 -0.085
C -3.74 -5.16 0.05 -0.078
C -2.55 -4.47 0.18 -0.015
H -0.11 -3.55 -2.09 0.101
H 0.95 -2.73 -0.92 0.089
H 0.24 -4.32 -0.53 0.092
H -3.00 -1.34 0.67 0.107
H -1.89 -0.30 1.63 0.114
H -0.87 2.93 0.99 0.140
H 2.09 4.49 -0.18 0.143
H 1.19 4.25 1.33 0.135
H 0.88 2.40 2.50 0.099
H 1.89 2.27 3.96 0.136
H 0.79 0.12 3.56 0.131
H 1.40 0.07 1.88 0.103
H 4.74 -0.41 3.08 0.128
H 3.75 -0.19 1.60 0.135
H 4.99 1.92 2.06 0.125
H 4.33 1.95 3.72 0.136
H 3.42 2.53 -1.51 0.103
H 3.66 0.91 -3.34 0.102
H 1.81 -0.55 -3.99 0.101
H -0.38 -0.43 -2.82 0.108
H -3.09 -2.00 -2.06 0.096
H -5.21 -3.24 -2.31 0.108
H -5.63 -5.26 -0.95 0.103
H -3.92 -6.04 0.65 0.104
H -1.80 -4.81 0.89 0.118
```

Calculated values
Net charge = 0
Frontier orbital gap = 9.002 eV
DFT total energy = -49799.9698 eV
SMILES string = CN(C(=O)CS(=O)(=O)c1cn(CC(=O)N2CCOCC2)c2ccccc12)c1ccccc1

=====

# 8
C32H41AsN4ORuS as an isolated structure at a distorted geometry. Source: the Open Molecules 2025 dataset; level of theory: ωB97M-V with the def2-TZVPD basis set.

Structure (XYZ):
```
81
Properties=species:S:1:pos:R:3:lowdin_charge:R:1
Ru 0.19 0.26 0.13 1.114
N -1.54 -0.98 0.12 -0.054
C -1.33 -2.19 -0.72 -0.156
C 0.13 -2.61 -0.55 -0.136
N 1.01 -1.45 -0.90 -0.252
C 0.93 -1.24 -2.38 -0.142
C 1.30 0.18 -2.73 -0.168
N 0.46 1.04 -1.88 -0.050
C 2.45 -1.69 -0.55 -0.130
C 2.84 -0.88 0.66 -0.193
N 2.34 0.52 0.47 -0.043
H -1.72 -1.31 1.06 0.043
H -2.37 -0.45 -0.15 0.119
H -1.56 -1.95 -1.75 0.113
H -2.01 -2.99 -0.42 0.146
H 0.37 -3.47 -1.18 0.150
H 0.33 -2.89 0.49 0.136
H -0.08 -1.43 -2.72 0.116
H 1.57 -1.98 -2.88 0.153
H 1.16 0.39 -3.79 0.145
H 2.35 0.39 -2.51 0.117
H -0.47 1.18 -2.27 0.114
H 0.85 1.98 -1.82 0.116
H 3.05 -1.38 -1.41 0.128
H 2.64 -2.75 -0.41 0.151
H 3.92 -0.90 0.81 0.148
H 2.36 -1.28 1.55 0.070
H 2.85 0.96 -0.29 0.114
H 2.59 1.06 1.30 0.075
C 0.13 4.21 4.81 -0.034
C 0.95 3.98 3.71 -0.057
C 0.89 2.77 3.05 -0.160
C 0.03 1.77 3.50 -0.410
C -0.79 1.99 4.61 -0.079
C -0.73 3.22 5.26 -0.034
As 0.02 0.07 2.60 1.329
C 1.22 -0.99 3.69 -0.307
C 2.55 -0.77 3.96 -0.107
C 3.22 -1.64 4.83 -0.034
C 2.54 -2.70 5.43 -0.025
C 1.19 -2.89 5.19 0.012
C 0.51 -2.02 4.33 -0.183
C -0.94 -2.02 4.11 -0.181
C -1.85 -2.93 4.68 0.018
C -3.20 -2.77 4.46 -0.024
C -3.68 -1.71 3.69 -0.039
C -2.78 -0.80 3.11 -0.112
C -1.43 -0.97 3.32 -0.342
H 0.17 5.16 5.33 0.125
H 1.63 4.75 3.37 0.121
H 1.52 2.61 2.18 0.076
H -1.45 1.22 4.97 0.113
H -1.36 3.39 6.12 0.125
H 3.10 0.06 3.54 0.107
H 4.26 -1.48 5.05 0.121
H 3.06 -3.37 6.10 0.127
H 0.67 -3.69 5.70 0.122
H -1.50 -3.74 5.30 0.124
H -3.90 -3.46 4.90 0.127
H -4.74 -1.58 3.54 0.119
H -3.16 0.03 2.53 0.103
C -7.71 3.55 -0.06 -0.019
C -6.24 3.37 0.19 -0.227
C -5.34 3.28 -0.88 -0.003
C -3.98 3.12 -0.66 -0.066
C -3.52 3.02 0.65 -0.430
C -4.40 3.09 1.73 -0.073
C -5.75 3.27 1.49 -0.006
S -1.82 2.87 1.04 1.005
C -1.16 4.38 0.36 -0.189
O -1.28 1.78 0.06 -0.675
H -7.91 3.82 -1.09 0.089
H -8.11 4.34 0.59 0.099
H -8.25 2.64 0.17 0.102
H -5.71 3.36 -1.89 0.129
H -3.30 3.07 -1.50 0.112
H -4.03 3.02 2.75 0.113
H -6.43 3.34 2.33 0.133
H -1.46 4.48 -0.68 0.070
H -0.07 4.34 0.47 0.056
H -1.55 5.20 0.96 0.088
```

Calculated values
Net charge = +3
Frontier orbital gap (spin up / spin down) = 7.024 / 5.820 eV
DFT total energy = -116089.8222 eV
2S+1 = 2

=====

# 9
A 2-piece molecular cluster, C4H12 overall at a distorted geometry. Source: the Open Molecules 2025 dataset; level of theory: ωB97M-V with the def2-TZVPD basis set.

Structure (XYZ):
```
16
Properties=species:S:1:pos:R:3:lowdin_charge:R:1
C -0.38 2.11 0.24 -0.172
C 0.61 1.48 -0.79 -0.158
H -1.32 1.58 0.35 0.051
H -0.02 2.23 1.27 0.060
H -0.58 3.11 -0.13 0.053
H 0.03 0.80 -1.39 0.053
H 1.55 1.08 -0.40 0.061
H 0.94 2.33 -1.40 0.053
C 0.16 -2.10 -0.38 -0.169
C -0.38 -1.54 0.93 -0.161
H -0.41 -1.78 -1.25 0.057
H 1.19 -1.76 -0.42 0.058
H 0.03 -3.18 -0.37 0.060
H -0.40 -0.45 0.85 0.024
H 0.12 -1.87 1.83 0.064
H -1.45 -1.78 1.00 0.066
```

Calculated values
Net charge = 0
Frontier orbital gap = 12.778 eV
DFT total energy = -4342.1252 eV
SMILES string = CC.CC